[1]
10
Properties=species:S:1:pos:R:3:forces:R:3 method="wB97M-V/def2-TZVPD" relative_energy_ev=0.0000 total_charge=+1 multiplicity=1 smiles=C#[N+][C@H](Cl)CCl mol_weight_da=125.0 total_energy_ha=-1091.49499 fmax_ev_per_a=3.79 lumo_ev=-5.58
C -0.35511 0.35624 -2.02237 1.750 0.809 1.285
C -0.25944 -0.69046 1.01252 -0.670 0.744 -2.798
C 0.48061 0.51295 0.33745 -0.179 -2.043 1.727
N 0.10720 0.51315 -0.98186 -1.699 0.289 -3.374
Cl -2.02202 -0.62404 0.63109 1.180 -0.239 0.497
Cl 2.20747 0.27812 0.44122 0.168 0.249 0.145
H -0.46341 0.40588 -3.09578 -0.540 -0.270 0.048
H 0.23936 -1.58465 0.75582 -0.055 -1.264 -0.558
H -0.02274 -0.45603 1.96495 -0.115 0.171 3.594
H 0.08808 1.28884 0.95696 0.159 1.555 -0.567


[2]
121
Properties=species:S:1:pos:R:3:forces:R:3 method="wB97M-V/def2-TZVPD" relative_energy_ev=1.1451 total_charge=-2 multiplicity=2 mol_weight_da=1213.2 total_energy_ha=-7050.01816 fmax_ev_per_a=1.35 lumo_ev="4.16 / 4.12"
Ir 0.88713 -0.10266 1.41144 -0.217 0.357 0.804
C 1.40827 6.16649 2.02250 0.022 0.025 -0.017
C 0.02943 5.59792 2.29445 0.034 -0.056 -0.034
O 0.14149 4.28396 2.82273 -0.055 -0.029 -0.071
P -0.39807 3.06055 1.82693 -0.011 -0.136 0.258
S 0.16953 1.44170 3.03025 -0.030 -0.154 -0.158
S 0.66273 1.07889 -2.63959 -0.099 -0.005 -0.035
O -2.01310 3.24293 2.20729 -0.062 -0.001 -0.078
C -2.89729 2.12092 2.23778 0.188 0.011 0.010
C -3.45076 1.95890 3.63779 -0.067 -0.053 -0.004
H 1.34477 7.21463 1.71492 0.002 -0.028 0.000
H 1.89816 5.59846 1.22970 0.004 0.002 0.026
H 2.02358 6.09871 2.92139 -0.006 0.010 -0.012
H -0.56690 5.59572 1.37451 0.000 0.012 -0.006
H -0.50758 6.20664 3.02676 -0.015 0.009 0.020
H -2.36801 1.21252 1.93451 -0.016 0.041 0.027
H -3.68819 2.29947 1.50982 -0.048 0.036 0.022
H -2.63220 1.77210 4.33315 -0.005 -0.004 -0.011
H -4.14651 1.11577 3.67902 0.006 0.016 -0.013
H -3.97912 2.86464 3.94611 0.021 -0.010 -0.001
Br -2.00350 -1.66850 1.84193 0.033 0.012 0.122
C -0.87728 -3.00065 2.60847 0.048 -0.014 -0.066
C -1.49218 -4.20818 2.78912 -0.010 -0.120 0.031
C -0.80508 -5.27247 3.40491 -0.030 0.087 0.010
C 0.46566 -5.07117 3.85356 -0.040 0.015 -0.018
C 1.10828 -3.81708 3.70390 0.010 0.050 0.028
C 2.39522 -3.63619 4.26447 -0.071 -0.004 -0.018
C 2.97830 -2.40519 4.22215 -0.088 0.107 -0.006
C 2.34987 -1.34887 3.53472 0.185 -0.090 0.356
C 1.16064 -1.48990 2.84898 0.591 0.152 -0.608
C 0.46263 -2.73463 3.02099 -0.232 -0.052 0.183
H -2.51566 -4.33346 2.46234 0.014 -0.016 0.001
H -1.29802 -6.22865 3.53203 0.002 -0.006 -0.018
H 1.01100 -5.86639 4.35035 -0.006 0.003 0.008
H 2.87859 -4.47934 4.74507 0.000 -0.006 -0.007
H 3.94756 -2.23923 4.68035 0.002 -0.002 0.002
H 2.85345 -0.39133 3.50036 0.046 -0.055 -0.089
C -2.60091 -2.59908 -3.67391 0.038 -0.053 0.134
Si -3.13942 -0.81712 -3.96206 0.160 -0.142 -0.188
C -4.70345 -0.91683 -5.02925 -0.208 0.028 0.147
C -1.84146 -0.00942 -5.04401 0.020 0.156 -0.075
Si -3.37992 0.30470 -1.92346 0.934 0.282 0.156
Te -0.57169 0.09258 -0.92163 -0.960 -0.106 -0.946
Si -3.76665 2.55908 -2.40792 0.030 0.223 -0.070
C -4.13903 3.59629 -0.87937 0.018 -0.067 0.156
C -2.27700 3.32747 -3.24598 0.104 0.014 -0.037
C -5.23394 2.85925 -3.57065 -0.137 -0.188 -0.034
Si -5.22182 -0.63738 -0.84549 0.001 -0.309 0.334
C -5.52576 0.03205 0.88788 0.086 0.137 0.071
C -6.87100 -0.45450 -1.75137 0.059 0.195 -0.257
C -4.95300 -2.49118 -0.62617 0.047 -0.086 -0.085
H -2.34962 -3.07698 -4.62688 -0.011 0.025 0.026
H -3.38550 -3.18855 -3.19180 0.045 0.008 -0.009
H -1.71593 -2.62604 -3.03045 -0.041 -0.003 -0.043
H -4.47208 -1.38121 -5.99420 0.027 0.011 0.042
H -5.11560 0.07846 -5.21827 0.004 -0.051 -0.020
H -5.48373 -1.51169 -4.54387 0.022 0.011 -0.058
H -1.50650 -0.71364 -5.81455 -0.053 0.015 0.013
H -0.97025 0.30605 -4.46061 -0.032 -0.038 -0.032
H -2.24957 0.87443 -5.54733 0.030 -0.030 0.031
H -3.25671 3.69579 -0.23913 -0.059 -0.018 -0.031
H -4.94590 3.16609 -0.27770 0.017 0.045 -0.026
H -4.45049 4.59938 -1.18968 0.025 -0.012 -0.006
H -1.33691 2.98728 -2.80000 -0.039 0.012 -0.035
H -2.32545 4.41988 -3.16655 -0.038 -0.030 -0.014
H -2.24438 3.06486 -4.30791 0.033 -0.010 0.055
H -6.17552 2.52294 -3.12421 0.026 0.024 -0.047
H -5.09984 2.31574 -4.51088 -0.023 0.049 0.032
H -5.32739 3.92568 -3.80466 0.032 -0.028 0.033
H -5.51749 1.12444 0.92158 -0.029 -0.051 0.008
H -4.75180 -0.32794 1.57227 -0.031 0.053 -0.005
H -6.49643 -0.31166 1.26067 0.032 -0.029 -0.009
H -7.17006 0.59653 -1.81027 -0.017 -0.047 0.003
H -7.65886 -1.00651 -1.22813 0.061 0.003 0.022
H -6.80294 -0.83296 -2.77480 -0.047 0.017 0.046
H -3.96984 -2.68803 -0.18958 -0.069 -0.006 -0.021
H -5.00352 -3.01425 -1.58562 -0.006 0.008 0.042
H -5.71484 -2.91861 0.03548 0.019 0.031 -0.026
C 0.95806 -5.15705 0.03994 0.028 0.027 -0.012
C 2.14415 -4.22815 0.09302 0.019 0.073 -0.025
C 3.44933 -4.72438 0.07041 -0.049 -0.035 0.017
C 4.51722 -3.84087 0.13817 -0.024 0.144 -0.016
C 5.93797 -4.35210 0.10914 -0.022 0.016 0.009
C 4.29179 -2.47174 0.24685 -0.016 -0.124 -0.003
C 2.98568 -1.92706 0.28623 0.027 0.194 0.108
C 1.93392 -2.86476 0.17075 0.060 -0.135 0.006
N 2.64882 -0.59962 0.44843 -0.236 -0.459 0.154
C 3.60953 0.47855 0.19647 0.039 0.001 -0.111
C 4.70347 0.61194 1.28024 0.050 0.067 -0.027
C 5.66108 1.76541 0.94179 -0.057 -0.013 0.029
C 6.29605 1.52998 -0.43434 -0.047 0.044 0.005
C 5.20096 1.47141 -1.50629 -0.057 0.006 -0.003
C 4.42298 2.79083 -1.52031 0.011 -0.049 0.041
C 3.78958 2.99744 -0.14272 -0.013 -0.020 -0.013
C 4.88678 3.08630 0.92003 -0.008 -0.031 -0.005
C 2.85789 1.82343 0.18253 0.006 0.072 -0.023
C 4.24193 0.31591 -1.19958 0.119 0.051 -0.034
H 1.25621 -6.16465 -0.25887 0.002 0.010 -0.006
H 0.20809 -4.79320 -0.66582 0.005 -0.004 0.011
H 0.47940 -5.22169 1.01989 0.016 -0.011 -0.028
H 3.62724 -5.79311 -0.00808 -0.007 0.006 0.003
H 5.96255 -5.43996 0.02341 -0.006 0.004 0.001
H 6.47563 -4.07436 1.01969 0.000 0.001 -0.006
H 6.49066 -3.93396 -0.73631 0.002 -0.002 0.006
H 5.16053 -1.83546 0.32742 -0.038 -0.022 -0.022
H 0.91775 -2.48631 0.13356 -0.009 0.023 -0.014
H 5.27699 -0.30740 1.39604 -0.020 -0.009 0.025
H 4.21239 0.80395 2.23966 -0.011 0.009 -0.026
H 6.44539 1.81147 1.70558 0.032 0.007 0.006
H 6.86902 0.59550 -0.43028 -0.012 -0.014 0.003
H 6.99614 2.34423 -0.65973 0.023 -0.011 -0.003
H 5.65638 1.30228 -2.48812 0.021 0.010 -0.009
H 3.64076 2.75255 -2.28434 0.005 -0.009 0.026
H 5.09359 3.62703 -1.75951 -0.005 -0.004 -0.002
H 3.19824 3.91898 -0.14160 -0.006 -0.012 -0.015
H 4.43747 3.27026 1.90201 0.008 0.003 -0.011
H 5.56605 3.92100 0.70258 -0.003 -0.007 -0.003
H 2.05736 1.77905 -0.56122 0.020 0.019 0.020
H 2.41010 1.99784 1.16514 0.022 -0.021 0.036
H 4.78487 -0.62767 -1.27980 -0.042 0.042 -0.005
H 3.42535 0.28571 -1.92676 -0.005 0.018 0.002